The following is a DFT calculation (ωB97M-V/def2-TZVPD) of a structure of composition C51H72BClN13STi at a distorted geometry.

Positions of all 140 atoms, in Å:
1 H 5.702 0.888 -1.864
2 H -0.216 -5.805 -1.493
3 Ti -0.204 -0.546 -0.896
4 N -1.628 4.141 -2.290
5 H 0.340 5.040 0.064
6 H -0.827 -4.443 -2.437
7 C 4.920 -0.623 2.296
8 H -0.356 2.700 1.528
9 H -4.766 -0.791 -2.583
10 H 0.962 3.764 2.435
11 H -0.744 0.998 2.846
12 H 0.396 -1.255 6.176
13 H 1.277 0.801 5.553
14 C -1.026 6.663 0.328
15 H -1.980 2.259 0.935
16 H -2.532 -5.849 0.567
17 H -0.832 -6.048 0.957
18 H 1.121 -2.834 6.497
19 H -2.155 0.142 1.463
20 H -4.632 4.019 -3.765
21 H -2.823 6.650 -2.713
22 N 1.476 0.551 1.782
23 H 3.644 -3.342 2.087
24 H -1.145 -3.825 5.959
25 H -4.541 1.741 -2.660
26 H -2.592 -2.704 0.310
27 C -3.185 6.071 1.174
28 C -2.660 5.948 -3.532
29 C 3.240 1.224 -2.752
30 C 0.001 -3.600 -0.013
31 C -1.053 -5.120 -1.616
32 C 1.298 1.851 5.278
33 H -0.841 1.077 -3.164
34 C -4.881 -0.168 -0.535
35 H 5.547 -0.190 1.520
36 N -0.132 -1.568 3.662
37 N -0.920 -1.813 2.510
38 C 2.141 -3.439 0.579
39 N -2.695 2.082 -1.834
40 C -2.810 4.738 1.178
41 C -2.297 7.033 0.732
42 H 1.203 1.616 -6.176
43 H 4.286 -3.487 0.448
44 C -1.618 -5.313 0.813
45 H -1.684 6.168 -3.957
46 H 1.666 -2.227 -2.325
47 N 1.458 0.212 -1.877
48 C 0.924 -2.092 5.729
49 C -0.204 -3.357 -5.496
50 C 1.865 1.006 -2.879
51 H 1.005 -4.633 4.745
52 C -1.120 2.910 0.789
53 H -1.888 -3.589 4.381
54 H 2.118 3.505 -3.672
55 H 5.393 -0.430 3.256
56 C -1.533 4.344 0.785
57 C 3.562 -0.013 2.318
58 H -0.920 1.167 4.573
59 H -0.331 7.408 -0.022
60 C -1.708 2.939 -1.772
61 H -4.613 0.391 1.545
62 H 1.155 -5.374 0.663
63 H -3.437 6.094 -4.278
64 H 1.748 -3.576 3.539
65 N 0.376 -2.310 -0.158
66 H -0.683 -2.699 2.053
67 N -2.091 -0.382 -0.530
68 H -0.917 1.785 -4.786
69 H 0.761 -1.201 3.346
70 H 5.132 0.978 -0.196
71 H -1.194 2.571 3.551
72 S -0.312 2.415 -0.771
73 H 1.874 -1.731 5.339
74 C -4.124 0.101 0.629
75 C -2.818 -0.652 -1.682
76 C -0.213 -2.139 -3.398
77 C -4.241 -0.541 -1.673
78 H -1.820 -2.248 5.531
79 C -3.746 2.465 -2.571
80 H 2.285 2.252 5.490
81 H 5.338 -0.595 -0.978
82 C -2.513 -3.427 -0.501
83 N -2.178 -1.133 -2.718
84 C -2.764 -0.016 0.576
85 H 1.638 -4.321 -6.039
86 H 0.717 3.629 -4.740
87 H -1.889 -1.868 2.815
88 Cl -3.978 3.566 1.709
89 C 3.639 0.514 -1.643
90 C 1.087 1.618 -4.021
91 C -0.652 5.335 0.366
92 H -1.941 -5.693 -1.870
93 H 3.529 -4.876 1.230
94 C 1.106 3.147 -3.844
95 C 3.482 -3.797 1.110
96 H -2.600 8.068 0.714
97 H 2.811 -3.560 -3.998
98 C -1.295 -4.324 -0.323
99 B 2.653 -1.001 0.126
100 C 1.124 -3.714 -5.309
101 C 1.806 1.274 -5.338
102 H -4.170 6.347 1.517
103 H 3.871 1.817 -3.383
104 H -5.959 -0.092 -0.501
105 C 3.088 0.809 3.311
106 C -3.780 3.707 -3.183
107 H 2.307 3.656 3.552
108 H -1.900 -2.312 -4.704
109 C 5.033 0.436 -1.135
110 H 0.204 -4.357 3.203
111 C -0.583 1.680 3.675
112 C 0.077 -2.677 4.598
113 H 2.776 1.759 -5.401
114 C -1.283 -3.113 5.150
115 C -0.350 1.117 -4.137
116 C 1.101 -4.327 0.452
117 N 1.690 -2.219 0.195
118 C 0.803 -3.886 3.981
119 H 0.589 2.390 5.904
120 H 3.739 -1.468 0.083
121 C 1.775 1.135 2.946
122 H -3.416 -4.036 -0.510
123 C -0.867 -2.589 -4.563
124 H 3.627 1.119 4.183
125 H 0.724 4.163 4.137
126 N -0.848 -1.363 -2.465
127 C 1.129 -2.522 -3.218
128 N 2.546 -0.089 -1.125
129 C 1.235 3.493 3.449
130 C 0.910 2.029 3.800
131 C -2.697 4.555 -2.999
132 H -0.369 0.120 -4.573
133 H 0.491 3.452 -3.002
134 C 1.776 -3.293 -4.160
135 H 1.942 0.197 -5.425
136 H -0.725 -3.675 -6.388
137 H 4.888 -1.695 2.135
138 H -1.785 -4.785 1.750
139 N 2.569 -0.155 1.405
140 H -2.461 -2.909 -1.452

Output
Highest occupied orbital energy (spin up / spin down) = -0.2222 / -0.2205 hartree
Expectation value of S² = 0.7596
Frontier orbital gap (spin up / spin down) = 6.60 / 6.55 eV
Total charge = 0
2S+1 = 2